# 1
6 unconnected molecules or ions with the total composition C24H35F3O17 in a non-equilibrium geometry. Source: OMol25; level of theory: the ωB97M-V functional and the def2-TZVPD basis.

```
79
Properties=species:S:1:pos:R:3
C -3.66 19.92 0.71
C -2.47 19.51 -0.15
O -1.75 20.74 -0.40
C -0.66 20.72 -1.28
O -0.31 19.70 -1.84
C 0.08 22.11 -1.59
F 0.45 22.75 -0.40
F 1.02 21.87 -2.51
F -0.82 22.84 -2.21
H -3.44 19.70 1.75
H -4.54 19.31 0.52
H -4.01 20.95 0.82
H -2.92 19.02 -1.01
H -1.99 18.68 0.36
C 3.35 25.58 -0.06
C 2.96 26.20 -1.40
C 3.75 25.59 -2.53
O 2.75 25.32 -3.49
C 1.53 25.34 -2.99
O 0.53 25.00 -3.58
O 1.67 25.71 -1.71
H 4.43 25.60 0.09
H 3.14 24.53 0.14
H 2.94 26.19 0.74
H 3.04 27.28 -1.40
H 4.28 24.66 -2.35
H 4.52 26.34 -2.73
C -4.89 15.11 6.98
C -3.63 15.72 6.19
C -2.73 14.83 5.40
O -2.62 15.50 4.15
C -3.41 16.62 4.16
O -3.52 17.44 3.31
O -4.16 16.64 5.28
H -4.65 14.41 7.78
H -5.42 14.52 6.23
H -5.57 15.94 7.18
H -3.09 16.39 6.86
H -3.11 13.82 5.27
H -1.79 14.63 5.90
C -3.82 28.03 -1.58
C -2.52 27.40 -2.16
C -2.42 25.89 -2.06
O -2.52 25.48 -3.40
C -2.27 26.56 -4.22
O -1.95 26.56 -5.47
O -2.49 27.67 -3.52
H -3.91 29.11 -1.71
H -3.86 27.92 -0.50
H -4.68 27.57 -2.05
H -1.79 27.98 -1.61
H -3.27 25.50 -1.51
H -1.53 25.59 -1.49
C -2.00 22.61 -5.43
C -3.30 22.30 -6.27
C -3.98 23.59 -6.81
O -4.00 23.30 -8.15
C -3.34 22.19 -8.55
O -3.21 21.77 -9.71
O -2.80 21.59 -7.34
H -1.21 23.11 -5.99
H -1.65 21.78 -4.81
H -2.26 23.27 -4.60
H -3.98 21.68 -5.68
H -3.41 24.46 -6.48
H -4.96 23.69 -6.34
C 3.88 21.65 -3.65
C 4.36 21.08 -4.93
C 5.09 22.06 -5.77
O 6.06 21.25 -6.37
C 6.08 20.05 -5.75
O 6.98 19.23 -6.07
O 5.10 19.94 -4.80
H 3.54 20.82 -3.02
H 3.07 22.34 -3.87
H 4.74 22.13 -3.19
H 3.46 21.01 -5.55
H 5.54 22.83 -5.14
H 4.38 22.41 -6.52
```

Properties
gap between HOMO and LUMO (alpha / beta): 9.39 / 2.42 eV
charge: +1
spin multiplicity: 2
LUMO energy (alpha / beta): -2.78 / -9.75 eV


# 2
A molecular structure, C24H35KN7O8S in a non-equilibrium geometry. Source: OMol25; level of theory: the ωB97M-V functional and the def2-TZVPD basis.

```
76
Properties=species:S:1:pos:R:3
K 0.66 0.11 0.50
C 1.33 3.25 -4.33
N -0.03 3.01 -3.87
C -1.01 3.98 -4.28
C -0.25 2.10 -2.87
O 0.63 1.44 -2.36
C -1.70 1.93 -2.43
O -1.75 0.82 -1.60
C -2.98 0.69 -0.95
C -2.83 -0.46 0.04
O -1.91 -1.24 -0.05
N -3.75 -0.54 1.04
C -4.76 0.46 1.28
C -3.41 -1.44 2.14
H 1.34 3.25 -5.42
H 1.97 2.47 -3.96
H 1.70 4.21 -3.96
H -0.85 4.22 -5.33
H -0.93 4.91 -3.71
H -2.02 3.60 -4.18
H -2.37 1.80 -3.29
H -1.99 2.84 -1.89
H -3.79 0.47 -1.66
H -3.22 1.62 -0.42
H -5.12 0.88 0.34
H -4.39 1.27 1.92
H -5.61 -0.01 1.77
H -2.36 -1.30 2.41
H -3.57 -2.48 1.87
H -4.03 -1.18 3.00
N 1.04 -5.96 4.31
C 1.51 -4.94 3.48
C 2.69 -5.12 2.75
C 3.18 -4.11 1.95
C 2.50 -2.89 1.86
C 1.35 -2.70 2.61
C 0.85 -3.72 3.40
S 3.13 -1.61 0.80
O 2.79 -0.37 1.49
O 4.53 -1.89 0.61
N 2.30 -1.54 -0.55
C 2.21 -2.60 -1.39
N 2.68 -3.82 -1.05
C 2.51 -4.80 -1.92
C 1.88 -4.64 -3.14
C 1.45 -3.34 -3.41
N 1.60 -2.33 -2.58
H 1.30 -6.89 4.03
H 0.05 -5.89 4.52
H 3.22 -6.06 2.82
H 4.08 -4.24 1.36
H 0.83 -1.75 2.60
H -0.05 -3.55 3.98
H 2.89 -5.77 -1.62
H 1.74 -5.45 -3.84
H 0.96 -3.11 -4.35
C 0.03 3.99 2.14
C -1.26 3.23 1.82
C -2.48 4.06 2.19
O -1.30 2.94 0.42
C -1.24 1.88 2.60
O -1.43 1.90 3.81
O -1.00 0.87 1.85
H 0.05 4.94 1.60
H 0.90 3.40 1.84
H 0.09 4.18 3.21
H -2.45 5.02 1.68
H -2.51 4.21 3.27
H -3.39 3.54 1.89
H -1.13 1.98 0.43
C 3.58 1.56 -1.20
C 3.29 2.99 -1.21
N 3.08 4.12 -1.23
H 3.67 1.20 -0.18
H 4.53 1.38 -1.71
H 2.79 1.01 -1.71
```

Properties
gap between HOMO and LUMO: 7.57 eV
charge: -1
spin multiplicity: 1
energy above the lowest of the compared OMol25 structures with the same formula, charge and spin: 97.4 kJ/mol
LUMO energy: 2.20 eV